Record 1
Formula: C15H48AsF6O9
Source: OMol25
Level of theory: wB97M-V/def2-TZVPD

The molecular weight is 561.5 g/mol. The value obtained for the relative energy (zero: lowest compared OMol25 entry of this formula, charge and spin) is 224.60 kJ/mol. The multiplicity is 1. The HOMO-LUMO gap is 0.34744 hartree. Its HOMO energy is -6.9692 eV. Its LUMO energy is 2.49 eV. The charge is -1.

Positions of all 79 atoms, in Å:
As  15.468  -3.661  -5.209
F  16.982  -3.263  -4.364
F  14.899  -4.388  -3.700
F  13.957  -4.136  -5.997
F  16.112  -2.773  -6.629
F  16.201  -5.220  -5.652
F  14.710  -2.101  -4.743
O  14.180  0.297  -5.984
H  14.132  -0.177  -6.815
H  14.398  -0.375  -5.338
O  18.715  -5.625  -6.630
H  19.402  -5.499  -5.975
H  17.978  -5.105  -6.308
O  15.629  -4.085  -9.539
H  15.267  -4.854  -9.978
H  15.172  -4.051  -8.699
O  17.857  -2.345  -9.251
H  17.187  -3.007  -9.424
H  17.692  -2.065  -8.351
C  16.566  -6.785  -1.699
C  16.286  -5.444  -0.951
C  17.182  -4.293  -1.297
O  14.886  -5.094  -1.223
H  17.463  -7.252  -1.290
H  16.915  -6.549  -2.704
H  15.868  -7.619  -1.777
H  16.264  -5.651  0.119
H  16.836  -3.266  -1.183
H  17.240  -4.326  -2.385
H  18.200  -4.461  -0.946
H  14.860  -4.722  -2.108
C  14.597  -0.946  -1.438
C  13.204  -0.573  -2.052
C  13.299  0.586  -3.062
O  12.792  -1.667  -2.751
H  15.454  -0.993  -2.109
H  14.445  -1.886  -0.907
H  14.813  -0.140  -0.737
H  12.559  -0.191  -1.261
H  14.200  0.521  -3.672
H  13.354  1.463  -2.417
H  12.371  0.701  -3.622
H  13.423  -1.771  -3.467
C  12.777  -7.499  -3.444
C  11.772  -6.471  -3.971
C  10.335  -6.502  -3.498
O  12.255  -5.192  -3.775
H  12.906  -7.282  -2.384
H  13.780  -7.413  -3.863
H  12.280  -8.465  -3.533
H  11.692  -6.558  -5.054
H  9.754  -7.204  -4.095
H  9.899  -5.505  -3.572
H  10.267  -6.753  -2.440
H  13.215  -5.170  -3.756
C  19.568  0.101  -4.190
C  18.351  -0.432  -4.909
C  17.477  0.739  -5.499
O  18.675  -1.217  -6.078
H  19.382  0.786  -3.362
H  20.270  0.606  -4.854
H  20.015  -0.721  -3.631
H  17.744  -0.993  -4.198
H  18.207  1.484  -5.815
H  16.875  1.287  -4.774
H  16.806  0.453  -6.309
H  18.169  -2.032  -6.053
C  20.806  -3.486  -5.050
C  21.598  -4.763  -4.601
C  21.528  -5.077  -3.052
O  21.223  -5.898  -5.393
H  19.805  -3.646  -4.648
H  20.794  -3.244  -6.113
H  21.224  -2.553  -4.672
H  22.641  -4.503  -4.784
H  21.986  -6.008  -2.717
H  20.486  -4.992  -2.744
H  22.005  -4.369  -2.374
H  22.006  -6.453  -5.372

Here are the Mulliken charges for atoms 1 to 8, given in e: atom 1 (As): 1.901, atom 2 (F): -0.377, atom 3 (F): -0.373, atom 4 (F): -0.487, atom 5 (F): -0.469, atom 6 (F): -0.663, atom 7 (F): -0.232, atom 8 (O): -0.668

=====

Record 2
Formula: C17H23N2Re
Source: OMol25
Level of theory: wB97M-V/def2-TZVPD

The molecular weight is 441.6 g/mol. The value obtained for the relative energy (zero: lowest compared OMol25 entry of this formula, charge and spin) is 62.40 kJ/mol. The multiplicity is 2. The HOMO-LUMO gap (spin up / spin down) is 0.28605 / 0.26028 hartree. Its HOMO energy (spin up / spin down) is -10.8555 / -10.6483 eV. Its LUMO energy (spin up / spin down) is -3.07 / -3.57 eV. The charge is +1.

Positions of all 43 atoms, in Å:
Re  0.773  -0.754  -0.742
N  -0.959  -1.513  0.265
C  -1.544  -0.646  1.276
C  -2.886  -0.334  1.206
C  -3.436  0.517  2.154
C  -2.632  1.026  3.159
C  -1.286  0.693  3.215
C  -0.705  -0.156  2.274
C  0.762  -0.425  2.308
C  1.386  -0.484  3.553
C  2.767  -0.493  3.667
C  3.553  -0.411  2.529
C  2.940  -0.397  1.286
C  1.547  -0.452  1.122
H  -1.697  -1.846  -0.348
H  -0.594  -2.339  0.747
H  -3.505  -0.750  0.419
H  -4.483  0.780  2.103
H  -3.047  1.695  3.900
H  -0.665  1.123  3.988
H  0.781  -0.510  4.450
H  3.225  -0.540  4.646
H  4.631  -0.372  2.611
H  3.574  -0.340  0.406
N  2.546  -1.904  -1.514
H  2.381  -2.404  -2.384
H  2.854  -2.581  -0.819
H  3.348  -1.297  -1.673
C  -2.008  1.187  -2.446
C  -0.520  0.951  -2.715
C  0.039  2.081  -3.581
C  -0.317  -0.394  -3.431
C  0.210  0.879  -1.390
H  -2.568  1.205  -3.383
H  -2.163  2.143  -1.943
H  -2.426  0.405  -1.808
H  -0.482  2.122  -4.539
H  1.103  1.938  -3.778
H  -0.088  3.045  -3.088
H  -0.952  -0.485  -4.315
H  -0.598  -1.248  -2.784
H  0.717  -0.514  -3.761
H  0.428  1.799  -0.842

Here are the natural (NBO) charges for atoms 1 to 8, given in e: atom 1 (Re): 0.930, atom 2 (N): -0.767, atom 3 (C): 0.134, atom 4 (C): -0.233, atom 5 (C): -0.183, atom 6 (C): -0.199, atom 7 (C): -0.163, atom 8 (C): -0.070

=====

Record 3
Formula: C17H24Be2ClF17LiN3O9P
Source: OMol25
Level of theory: wB97M-V/def2-TZVPD

The molecular weight is 828.7 g/mol. The multiplicity is 1. The HOMO-LUMO gap is 0.06614 hartree. Its HOMO energy is -10.5739 eV. Its LUMO energy is -8.77 eV. The charge is +1.

Positions of all 75 atoms, in Å:
N  -4.999  -4.042  -2.323
C  -3.945  -5.113  -2.498
C  -2.685  -4.696  -3.464
O  -1.932  -5.906  -3.933
C  -1.567  -3.719  -2.747
N  -1.111  -4.181  -1.381
C  -1.333  -3.121  -0.316
O  -2.615  -2.675  -0.193
O  -0.325  -2.588  0.610
C  0.562  -1.600  -0.022
F  0.697  -1.767  -1.509
F  1.943  -1.888  0.520
C  0.252  -0.035  0.378
F  1.309  0.796  -0.311
F  0.505  0.144  1.837
C  -1.193  0.538  -0.140
F  -1.710  -0.086  -1.381
F  -0.963  1.991  -0.482
C  -2.372  0.559  1.028
F  -2.334  -0.604  1.944
F  -3.682  0.522  0.280
F  -2.304  1.885  1.706
H  -4.674  -3.237  -1.742
H  -5.315  -3.628  -3.233
H  -4.487  -6.035  -3.029
H  -3.615  -5.539  -1.435
H  -3.159  -4.221  -4.451
H  -1.006  -5.612  -4.249
H  -0.583  -3.626  -3.415
H  -2.030  -2.620  -2.747
H  -1.502  -5.109  -1.109
F  -6.283  -4.561  -0.800
Be  -2.779  -6.787  -1.873
F  2.307  -0.792  -1.260
O  -6.011  1.232  2.158
Cl  -5.759  2.619  1.820
O  -4.959  3.234  2.862
O  -7.020  3.325  1.699
O  -5.045  2.687  0.559
Be  -4.342  -2.725  0.844
F  2.688  0.369  -4.110
P  2.350  -1.066  -4.615
F  2.903  -2.523  -4.622
F  3.660  -1.017  -5.458
F  1.617  -0.408  -5.822
F  0.914  -1.671  -4.620
F  2.317  -1.145  -3.059
C  6.867  2.074  -1.059
O  7.176  1.229  -1.889
N  5.578  2.430  -0.723
C  5.296  3.443  0.272
C  4.470  1.772  -1.384
H  7.630  2.636  -0.497
H  4.708  2.993  1.078
H  4.722  4.248  -0.196
H  6.219  3.855  0.689
H  4.531  0.696  -1.195
H  4.545  1.945  -2.462
H  3.516  2.157  -1.015
Li  -6.777  2.684  4.324
C  2.789  3.572  2.634
C  3.318  3.016  3.798
C  2.541  2.943  4.954
C  1.229  3.419  4.942
C  0.699  3.972  3.777
C  1.480  4.053  2.624
H  3.397  3.632  1.735
H  4.338  2.639  3.805
H  2.956  2.515  5.862
H  0.622  3.358  5.841
H  -0.324  4.342  3.768
H  1.068  4.490  1.718
O  -0.781  3.639  7.841
H  -1.364  4.011  7.163
H  -0.834  2.682  7.696

Here are the Mulliken charges for atoms 1 to 8, given in e: atom 1 (N): -0.221, atom 2 (C): -0.411, atom 3 (C): -0.049, atom 4 (O): -0.504, atom 5 (C): -0.213, atom 6 (N): 0.020, atom 7 (C): -0.167, atom 8 (O): -0.087

=====

Record 4
Formula: C35H40N2O5
Source: OMol25
Level of theory: wB97M-V/def2-TZVPD

The molecular weight is 568.7 g/mol. The value obtained for the relative energy (zero: lowest compared OMol25 entry of this formula, charge and spin) is 0.00 kJ/mol. The multiplicity is 1. The SMILES is CCOC(=O)C(C(=O)OCC)(C(=O)c1ccccc1)C(c1ccc(N2CCCC2)cc1)c1ccc(N2CCCC2)cc1. The HOMO-LUMO gap is 0.27896 hartree. Its HOMO energy is -7.1953 eV. Its LUMO energy is 0.40 eV. The charge is 0.

Positions of all 82 atoms, in Å:
C  6.197  3.010  -3.621
C  6.369  3.885  -2.422
O  5.877  3.201  -1.223
C  6.762  3.005  -0.252
O  7.882  3.507  -0.246
C  6.337  2.025  0.857
C  7.062  2.695  2.027
O  7.911  2.157  2.729
O  6.830  4.021  2.157
C  7.702  4.637  3.133
C  7.437  6.115  3.042
C  7.153  0.754  0.561
O  7.665  0.572  -0.534
C  7.237  -0.307  1.625
C  6.719  -0.209  2.935
C  6.927  -1.232  3.862
C  7.612  -2.392  3.491
C  8.093  -2.517  2.185
C  7.915  -1.486  1.266
C  4.865  1.588  0.935
C  3.814  2.672  1.142
C  2.505  2.554  0.632
C  1.548  3.536  0.861
C  1.892  4.692  1.606
N  1.044  5.747  1.744
C  1.513  7.034  2.213
C  0.309  7.975  2.084
C  -0.914  7.071  1.875
C  -0.374  5.689  1.471
C  3.160  4.741  2.227
C  4.055  3.700  2.050
C  4.554  0.660  -0.256
C  4.548  -0.740  -0.116
C  4.378  -1.572  -1.217
C  4.293  -1.011  -2.517
N  4.392  -1.781  -3.646
C  4.819  -1.232  -4.921
C  4.916  -2.433  -5.875
C  4.182  -3.585  -5.176
C  4.104  -3.201  -3.686
C  4.153  0.389  -2.629
C  4.203  1.189  -1.499
H  6.618  3.518  -4.490
H  6.736  2.066  -3.496
H  5.148  2.784  -3.825
H  7.422  4.094  -2.245
H  5.797  4.813  -2.484
H  7.487  4.224  4.130
H  8.737  4.410  2.856
H  8.020  6.621  3.818
H  7.758  6.500  2.066
H  6.377  6.358  3.178
H  6.172  0.673  3.263
H  6.551  -1.101  4.879
H  7.759  -3.192  4.216
H  8.614  -3.420  1.866
H  8.296  -1.573  0.247
H  4.822  0.964  1.841
H  2.218  1.691  0.034
H  0.552  3.452  0.428
H  1.850  6.962  3.261
H  2.375  7.392  1.626
H  0.223  8.599  2.974
H  0.464  8.622  1.217
H  -1.473  6.969  2.809
H  -1.586  7.458  1.108
H  -0.565  5.482  0.405
H  -0.853  4.877  2.044
H  3.436  5.586  2.856
H  4.950  3.713  2.644
H  4.694  -1.181  0.873
H  4.415  -2.655  -1.091
H  5.783  -0.699  -4.841
H  4.082  -0.500  -5.291
H  5.969  -2.688  -6.025
H  4.478  -2.193  -6.846
H  3.165  -3.674  -5.575
H  4.690  -4.543  -5.307
H  3.111  -3.419  -3.261
H  4.841  -3.770  -3.094
H  3.996  0.849  -3.605
H  3.971  2.244  -1.605

Here are the Mulliken charges for atoms 1 to 8, given in e: atom 1 (C): -1.083, atom 2 (C): -0.604, atom 3 (O): 0.021, atom 4 (C): -0.436, atom 5 (O): -0.629, atom 6 (C): 3.313, atom 7 (C): -0.336, atom 8 (O): -0.649

=====

Values of total energy, in order: -111909.542; -23104.764; -109890.623; -50161.309, all in eV.